[1]
94
Properties=species:S:1:pos:R:3 method="wB97M-V/def2-TZVPD" e_lumo_ev=-1.36 smiles="C[C@H](Cc1cc(CCCF)c([PH2]=N)c2c1C(=O)N(CCN)C2=O)OCc1ccccc1.COP(=O)(OC)OC.COP(=O)(OC)OC" energy_ha=-3249.058842 e_homo_ev=-8.6
C -4.08 5.66 -0.34
C -4.27 4.12 -0.27
C -3.12 3.47 -1.06
C -3.25 1.98 -1.29
C -4.22 1.16 -0.71
C -4.30 -0.20 -0.98
C -5.42 -1.00 -0.34
C -4.97 -1.99 0.77
C -5.63 -1.59 2.08
F -5.35 -0.25 2.35
C -3.39 -0.82 -1.86
P -3.42 -2.59 -2.28
N -2.71 -3.54 -1.24
C -2.41 0.00 -2.41
C -2.36 1.36 -2.14
C -1.21 1.92 -2.93
O -1.02 3.04 -3.33
N -0.39 0.80 -3.16
C 0.75 0.96 -4.05
C 1.95 1.56 -3.28
N 3.12 0.68 -3.39
C -1.26 -0.30 -3.34
O -1.07 -1.22 -4.09
O -5.56 3.73 -0.70
C -5.81 3.96 -2.07
C -7.23 3.50 -2.33
C -7.46 2.17 -2.67
C -8.76 1.74 -2.87
C -9.82 2.62 -2.72
C -9.59 3.95 -2.40
C -8.29 4.38 -2.20
H -5.04 6.15 -0.51
H -3.59 6.05 0.54
H -3.46 5.91 -1.21
H -4.14 3.87 0.78
H -2.17 3.69 -0.57
H -3.04 3.95 -2.04
H -4.92 1.61 -0.03
H -6.18 -0.31 0.01
H -5.89 -1.58 -1.13
H -5.40 -2.96 0.52
H -3.89 -2.09 0.86
H -5.32 -2.21 2.92
H -6.71 -1.65 1.93
H -2.85 -2.66 -3.56
H -4.79 -2.89 -2.44
H -2.33 -2.99 -0.48
H 0.47 1.70 -4.80
H 1.06 0.02 -4.50
H 2.20 2.53 -3.73
H 1.69 1.77 -2.25
H 3.55 0.80 -4.30
H 3.83 0.94 -2.72
H -5.17 3.38 -2.74
H -5.76 5.02 -2.35
H -6.64 1.46 -2.77
H -9.01 0.72 -3.11
H -10.85 2.30 -2.84
H -10.38 4.67 -2.26
H -8.09 5.41 -1.92
C 7.68 -2.23 1.57
O 7.46 -1.52 0.33
P 6.66 -2.30 -0.85
O 7.51 -3.45 -1.21
O 6.80 -1.04 -1.86
C 8.11 -0.63 -2.26
O 5.17 -2.68 -1.29
C 4.66 -2.31 -2.57
H 7.95 -1.52 2.34
H 6.79 -2.77 1.88
H 8.50 -2.93 1.44
H 8.82 -1.45 -2.20
H 8.44 0.20 -1.63
H 8.04 -0.28 -3.29
H 5.32 -2.67 -3.36
H 4.52 -1.24 -2.65
H 3.68 -2.78 -2.68
C 8.94 -4.92 7.12
O 7.97 -3.95 7.56
P 6.83 -3.45 6.47
O 7.73 -2.73 5.50
O 6.26 -2.47 7.64
C 7.14 -1.58 8.31
O 5.42 -3.35 5.64
C 4.51 -2.28 5.84
H 9.41 -5.35 8.00
H 8.48 -5.72 6.54
H 9.71 -4.42 6.52
H 8.00 -1.32 7.69
H 7.48 -2.02 9.24
H 6.58 -0.67 8.53
H 5.01 -1.33 5.70
H 4.04 -2.32 6.82
H 3.73 -2.40 5.09

[2]
92
Properties=species:S:1:pos:R:3 method="wB97M-V/def2-TZVPD" e_lumo_ev=-3.07 total_charge=+1 energy_ha=-2941.789046 e_homo_ev=-11.8
C 1.68 2.12 5.46
C 1.84 1.07 4.38
O 1.45 -0.21 4.91
C 0.34 -0.76 4.33
O 0.34 -1.93 4.02
C -0.88 0.13 4.16
C -1.97 -0.53 3.34
C -1.84 -0.36 1.80
C -0.58 0.29 1.37
C 0.61 -0.31 1.19
N 1.49 0.66 0.80
C 0.85 1.81 0.73
S 1.72 3.28 0.18
C 3.45 3.16 0.63
O 1.64 3.26 -1.25
O 1.18 4.46 0.76
N -0.40 1.64 1.07
C -1.39 2.74 1.05
S -2.58 2.77 2.39
C -1.75 3.60 3.77
C -2.35 4.97 4.07
H 0.64 2.22 5.76
H 2.11 3.07 5.17
H 2.20 1.76 6.35
H 2.90 0.98 4.13
H 1.32 1.33 3.46
H -0.61 1.12 3.80
H -1.27 0.28 5.17
H -2.91 -0.10 3.66
H -2.04 -1.58 3.60
H -2.72 0.16 1.43
H -1.87 -1.33 1.36
H 0.83 -1.35 1.31
H 2.46 0.48 0.60
H 4.01 3.67 -0.14
H 3.81 2.14 0.73
H 3.57 3.73 1.54
H -0.82 3.66 1.12
H -1.89 2.78 0.10
H -0.66 3.63 3.67
H -1.94 2.98 4.65
H -3.41 4.94 3.82
H -1.88 5.74 3.47
H -2.27 5.21 5.12
O -0.99 -2.04 -0.56
C -0.17 -2.35 -1.39
O 0.89 -1.56 -1.67
C 1.64 -2.14 -2.77
C 1.27 -3.61 -2.78
C -0.17 -3.58 -2.26
H 1.34 -1.63 -3.69
H 2.70 -1.98 -2.61
H 1.38 -4.07 -3.76
H 1.90 -4.15 -2.08
H -0.89 -3.43 -3.07
H -0.42 -4.46 -1.69
O -0.68 -3.04 -6.91
C -0.92 -2.00 -6.38
O -0.76 -1.82 -5.03
C -1.23 -0.50 -4.66
C -1.18 0.32 -5.94
C -1.46 -0.73 -7.01
H -2.25 -0.60 -4.27
H -0.59 -0.10 -3.88
H -1.88 1.15 -5.94
H -0.18 0.72 -6.08
H -2.53 -0.86 -7.19
H -0.95 -0.52 -7.95
O -4.80 -1.00 -8.11
C -5.36 -1.83 -7.46
O -6.34 -1.52 -6.57
C -6.76 -2.70 -5.87
C -6.35 -3.87 -6.76
C -5.10 -3.32 -7.44
H -6.24 -2.73 -4.90
H -7.83 -2.66 -5.69
H -6.19 -4.79 -6.22
H -7.13 -4.04 -7.51
H -4.20 -3.51 -6.86
H -4.98 -3.70 -8.45
O 7.12 2.03 3.65
C 6.69 1.23 4.42
O 5.85 1.56 5.44
C 5.58 0.41 6.26
C 5.88 -0.79 5.37
C 7.00 -0.25 4.48
H 6.23 0.44 7.13
H 4.55 0.43 6.58
H 6.14 -1.68 5.93
H 5.01 -1.02 4.75
H 7.99 -0.39 4.92
H 6.98 -0.69 3.48

[3]
85
Properties=species:S:1:pos:R:3 method="wB97M-V/def2-TZVPD" e_lumo_ev="-5.21 / -8.57" e_above_lowest_ev=0.026 s_squared=0.751 multiplicity=2 total_charge=+2 energy_ha=-6592.849121 e_homo_ev="-12.5 / -12.5"
N -6.59 5.01 -6.17
C -6.39 5.51 -4.96
C -5.61 4.87 -4.00
C -5.00 3.64 -4.33
C -5.19 3.14 -5.64
C -6.02 3.86 -6.51
C -4.13 2.95 -3.39
Cu -1.74 0.25 -2.31
P 4.89 -0.69 -0.96
C -3.21 1.99 -3.68
C -1.94 2.09 -2.95
C -0.72 1.60 -3.52
C 0.51 1.98 -2.96
C 0.55 2.63 -1.73
C -0.63 2.67 -0.96
C -1.87 2.43 -1.57
Br 2.12 3.30 -1.10
H -4.10 3.39 -2.38
H -3.32 1.27 -4.51
H -5.48 5.32 -3.02
H -4.74 2.20 -5.96
H -6.88 6.46 -4.72
H -6.21 3.47 -7.52
H -0.74 1.09 -4.49
H -2.79 2.69 -1.05
H 1.44 1.84 -3.52
H -0.57 2.95 0.09
P -1.01 -1.74 -1.10
C 4.76 1.10 -0.77
C 6.04 1.75 -1.30
H 4.61 1.31 0.30
H 3.86 1.39 -1.34
H 6.04 2.82 -1.07
H 6.92 1.30 -0.84
H 6.12 1.64 -2.39
C 4.25 -1.15 -2.58
C 5.24 -2.18 -3.13
H 4.21 -0.24 -3.20
H 3.24 -1.56 -2.43
H 5.07 -2.36 -4.20
H 6.27 -1.84 -3.01
H 5.14 -3.13 -2.61
C 3.91 -1.52 0.31
C 4.84 -1.91 1.46
H 3.46 -2.41 -0.16
H 3.13 -0.79 0.62
H 4.38 -2.66 2.10
H 5.79 -2.33 1.09
H 5.10 -1.05 2.09
C -0.78 -3.18 0.14
C -1.65 -4.45 0.12
H -0.84 -2.70 1.13
H 0.26 -3.51 0.01
H -2.68 -4.27 0.42
H -1.66 -4.95 -0.86
H -1.22 -5.18 0.82
C 0.37 -2.27 -2.22
C 0.12 -2.29 -3.72
H 0.69 -3.27 -1.89
H 1.18 -1.57 -1.99
H -0.69 -2.99 -3.99
H -0.15 -1.30 -4.12
H 1.03 -2.62 -4.23
C -2.53 -2.39 -1.90
C -3.74 -2.16 -1.00
H -2.32 -3.46 -2.06
H -2.65 -1.90 -2.88
H -4.27 -1.25 -1.30
H -4.44 -3.00 -1.07
H -3.47 -2.04 0.06
S -1.74 0.05 1.65
C -0.79 -0.24 3.03
N -1.24 -0.96 4.08
C -0.56 -1.08 5.37
C 0.37 0.10 5.59
C 1.23 0.39 4.38
N 0.47 0.26 3.13
H -2.18 -1.34 3.97
H 0.00 -2.02 5.41
H -1.32 -1.12 6.15
H 1.01 -0.08 6.46
H -0.24 0.98 5.82
H 2.09 -0.28 4.34
H 1.63 1.41 4.43
H 0.76 0.81 2.33

[4]
83
Properties=species:S:1:pos:R:3 method="wB97M-V/def2-TZVPD" e_lumo_ev="-13.40 / -15.82" e_above_lowest_ev=5.560 s_squared=6.068 multiplicity=5 total_charge=+4 energy_ha=-4613.529779 e_homo_ev="-18.3 / -18.3"
C -6.03 -0.02 -3.15
C -5.19 0.93 -3.77
C -5.61 1.54 -4.97
C -6.85 1.18 -5.48
N -7.62 0.29 -4.88
C -7.26 -0.29 -3.75
C -3.91 1.27 -3.19
C -2.72 0.70 -3.02
C -1.36 0.31 -3.15
C -0.58 1.33 -2.55
C 0.83 1.12 -2.23
C 1.37 -0.30 -2.45
C 0.55 -1.17 -3.09
C -0.75 -0.90 -3.54
Ru -2.80 2.46 -2.27
P -2.50 2.27 -0.10
H -4.94 2.20 -5.54
H -5.71 -0.57 -2.26
H -7.23 1.60 -6.41
H -7.95 -0.99 -3.31
H -1.33 -1.65 -4.08
H -0.97 2.44 -2.72
H 0.93 -2.18 -3.27
H 1.17 1.56 -1.31
C -0.96 1.76 0.72
C -0.10 2.90 1.23
H -0.44 1.15 -0.04
H -1.25 1.07 1.53
H 0.86 2.51 1.57
H 0.12 3.66 0.49
H -0.58 3.39 2.09
C -2.65 4.10 0.07
C -3.95 4.43 -0.67
H -1.78 4.57 -0.40
H -2.67 4.37 1.12
H -3.88 5.43 -1.09
H -4.14 3.74 -1.52
H -4.83 4.40 -0.03
C -3.68 1.64 1.19
C -3.57 2.29 2.58
H -3.42 0.56 1.25
H -4.70 1.71 0.76
H -4.29 1.79 3.25
H -2.58 2.17 3.04
H -3.81 3.36 2.56
Br 2.86 -0.85 -1.58
P 1.12 2.58 -3.45
C 1.50 4.16 -2.56
C 2.86 4.85 -2.84
H 1.39 3.98 -1.48
H 0.70 4.87 -2.83
H 2.99 5.69 -2.14
H 3.69 4.17 -2.66
H 2.92 5.24 -3.87
C 2.73 1.86 -4.02
C 3.50 2.51 -5.16
H 2.46 0.84 -4.31
H 3.33 1.78 -3.11
H 4.39 1.91 -5.31
H 2.94 2.48 -6.10
H 3.81 3.54 -4.94
C 0.26 3.09 -4.99
C 0.78 4.33 -5.73
H -0.79 3.23 -4.72
H 0.31 2.20 -5.64
H 0.21 4.47 -6.65
H 0.67 5.25 -5.15
H 1.83 4.23 -6.02
C -0.19 -0.78 3.84
C -0.86 -1.86 3.01
O -1.13 -1.38 1.71
C -1.73 -2.39 0.90
C -1.58 -2.01 -0.55
H 0.69 -0.39 3.32
H 0.14 -1.22 4.78
H -0.88 0.04 4.04
H -0.20 -2.75 2.96
H -1.80 -2.17 3.50
H -1.24 -3.37 1.07
H -2.80 -2.47 1.17
H -0.52 -2.00 -0.84
H -2.07 -2.75 -1.19
H -2.00 -1.03 -0.78